Here is a 2-piece molecular cluster, C3H10NOS overall in a non-equilibrium geometry from the Open Molecules 2025 dataset. Energies are from wB97M-V/def2-TZVPD.

The geometry in XYZ format:
```
16
Properties=species:S:1:pos:R:3:forces:R:3
S 1.77332 1.12995 -0.93407 0.13 -0.06 0.08
O 2.23428 1.28468 2.24836 0.01 -0.03 -0.14
H 1.19442 -0.97004 0.14383 0.21 -0.55 -0.08
H -1.45695 -1.86214 -1.01692 0.12 -0.14 -0.12
H 2.15519 1.45832 1.26670 -0.23 0.02 0.05
H 2.67240 0.43001 2.22507 0.07 -0.06 0.05
C 0.74438 -0.35794 -0.62987 -0.46 1.41 0.12
C -1.51145 -1.33344 -0.06540 -0.19 0.55 -0.41
C -0.69652 -0.03132 -0.13219 0.91 -0.86 -0.33
N -1.35729 0.97423 -0.94088 -1.00 -0.20 0.27
H -2.57492 -1.12967 0.09943 0.09 0.02 0.24
H -1.10697 -1.95706 0.71836 0.01 -0.41 0.26
H -1.31639 1.85843 -0.45973 0.31 0.18 -0.25
H 0.66696 -0.85938 -1.58870 -0.03 -0.64 -0.07
H -0.53848 0.28673 0.89372 -0.28 0.56 0.19
H -0.88201 1.07866 -1.82771 0.32 0.21 0.14
```
Forces are in eV/Å.

The value obtained for the total energy is -17643.3289 eV. The calculation puts the HOMO-LUMO gap (alpha / beta) at 2.58 / 5.54 eV. The spin multiplicity is 2. The charge is -2. The calculation puts the largest force on an atom at 1.5 eV/Å. Its expectation value of S² is 0.75. The highest occupied orbital energy (alpha / beta) is 3.3255 / 0.0082 eV. Its relative energy (zero: lowest compared OMol25 entry of this formula, charge and spin) is 0.0 kcal/mol. For the LUMO energy (alpha / beta), the calculation gives 5.91 / 5.55 eV.

The computed Löwdin charges, all in e, follow:
1 S -0.613
2 O -0.197
3 H 0.026
4 H 0.054
5 H -0.103
6 H -0.009
7 C -0.748
8 C -0.119
9 C -0.577
10 N -0.011
11 H 0.047
12 H 0.049
13 H 0.042
14 H 0.022
15 H 0.106
16 H 0.030

=====

Here is a 2-piece molecular cluster, C3H10NOS overall in a non-equilibrium geometry from the Open Molecules 2025 dataset. Energies are from wB97M-V/def2-TZVPD.

The geometry in XYZ format:
```
16
Properties=species:S:1:pos:R:3:forces:R:3
N 1.61514 0.18045 0.79667 0.22 -0.21 0.00
H 2.62020 -0.48748 -0.92598 0.05 0.03 -0.10
H -2.76143 1.41237 -0.30563 0.18 0.24 -0.05
O 1.42560 0.97455 -1.39829 -0.15 0.24 -0.48
C -1.25680 -1.68927 0.33340 -1.14 0.88 -0.22
C 2.22828 0.45855 -0.48365 0.11 -0.28 1.08
H -2.15631 -1.96674 -0.21557 -0.02 -0.18 0.05
C -1.76207 0.98197 -0.30234 0.05 -0.03 0.72
H -1.60430 0.45463 -1.23127 0.01 -0.40 -0.09
H -0.96131 1.71630 -0.22577 -0.34 0.26 -0.12
H 2.02387 0.54430 1.65184 0.21 0.09 -0.53
H -0.46643 -1.58171 -0.39862 0.49 -0.11 0.31
H 3.13224 1.07082 -0.35320 0.26 0.17 -0.19
H -1.09874 -2.39837 1.12223 0.47 -0.47 0.12
S -1.62198 -0.10806 1.17444 -0.05 -0.14 -0.74
H 0.64404 0.43769 0.76174 -0.35 -0.10 0.22
```
Forces are in eV/Å.

The value obtained for the total energy is -17643.3838 eV. The calculation puts the HOMO-LUMO gap (alpha / beta) at 9.51 / 6.96 eV. The spin multiplicity is 2. The calculation puts the largest force on an atom at 1.5 eV/Å. Its expectation value of S² is 0.76. The highest occupied orbital energy (alpha / beta) is -8.5303 / -8.5301 eV. Its relative energy (zero: lowest compared OMol25 entry of this formula, charge and spin) is 32.6 kcal/mol. For the LUMO energy (alpha / beta), the calculation gives 0.98 / -1.57 eV.

The computed Löwdin charges, all in e, follow:
1 N 0.026
2 H 0.143
3 H 0.023
4 O 0.024
5 C -0.404
6 C -0.441
7 H 0.029
8 C -0.395
9 H 0.033
10 H 0.013
11 H 0.075
12 H 0.026
13 H 0.138
14 H 0.021
15 S 0.727
16 H -0.037

=====

Here is a 2-piece molecular cluster, C3H10NOS overall in a non-equilibrium geometry from the Open Molecules 2025 dataset. Energies are from wB97M-V/def2-TZVPD.

The geometry in XYZ format:
```
16
Properties=species:S:1:pos:R:3:forces:R:3
S -2.46777 -0.93952 0.43697 -1.59 -1.24 -1.92
C -1.34306 -0.04450 -0.38964 1.52 1.35 2.83
C -0.29010 2.09619 -0.17878 0.91 0.29 0.33
N -0.53050 0.81608 0.52441 3.57 -1.29 -6.75
H 0.41300 -2.14729 -0.06476 -0.60 -1.31 0.47
H -0.81222 0.92077 1.40107 -2.50 0.65 4.71
H 0.46800 0.45881 0.61028 -0.62 -1.06 -0.01
H 1.08872 -1.29856 -1.35098 -0.07 0.29 -1.02
H 0.18648 1.84139 -1.20895 -1.09 0.81 1.88
H -1.30641 2.45927 -0.14261 0.18 1.32 -1.01
C 1.31582 -1.71088 -0.39782 1.04 0.04 -1.02
H 2.07959 -0.98957 1.17404 0.09 0.60 0.27
O 1.59104 -0.59638 0.44118 1.33 -0.40 0.76
H 0.41040 2.64461 0.51663 -0.75 -0.05 -1.26
H 2.21371 -2.36660 -0.54661 -1.02 0.38 0.51
H -3.01670 -1.14384 -0.82444 -0.39 -0.39 1.21
```
Forces are in eV/Å.

The value obtained for the total energy is -17633.5891 eV. The calculation puts the HOMO-LUMO gap (alpha / beta) at 8.97 / 8.57 eV. The spin multiplicity is 3. The charge is +1. The calculation puts the largest force on an atom at 7.7 eV/Å. Its expectation value of S² is 2.01. The highest occupied orbital energy (alpha / beta) is -12.2709 / -15.0540 eV. Its relative energy (zero: lowest compared OMol25 entry of this formula, charge and spin) is 6.4 kcal/mol. For the LUMO energy (alpha / beta), the calculation gives -3.30 / -6.49 eV.

The computed Löwdin charges, all in e, follow:
1 S 0.858
2 C -0.411
3 C -0.004
4 N -0.117
5 H 0.057
6 H 0.090
7 H 0.094
8 H 0.075
9 H 0.151
10 H 0.097
11 C -0.101
12 H 0.120
13 O -0.128
14 H 0.129
15 H 0.125
16 H -0.034

=====

Here is one molecule with the formula C3H10NP in a non-equilibrium geometry from the Open Molecules 2025 dataset. Energies are from wB97M-V/def2-TZVPD.

The geometry in XYZ format:
```
15
Properties=species:S:1:pos:R:3:forces:R:3
H -0.15907 2.03076 1.38022 -0.06 -0.32 -0.57
H -0.10051 -1.46116 1.49321 -0.15 -1.96 0.19
C 1.29051 0.16810 -1.15951 0.50 -0.62 -0.34
C 0.25636 -0.47823 1.52300 0.66 -0.26 1.17
P -0.07521 0.28788 -0.03229 0.27 3.65 1.68
H -1.88836 -1.15330 -0.06970 -0.52 -0.19 0.34
N -0.32344 1.80569 0.39864 -0.25 -0.32 -1.04
H 1.55108 -0.81027 -1.52015 -0.31 -0.72 -0.30
H -2.11909 0.33001 -0.96388 -1.21 0.92 -0.67
H -1.22559 -1.10256 -1.67839 -0.21 0.58 0.16
H 2.17961 0.48920 -0.67102 0.64 0.59 0.67
H 1.32413 -0.46844 1.82322 -0.69 0.09 -0.19
H 1.15490 0.82416 -2.00210 -0.35 0.30 -0.31
H -0.38844 0.01913 2.28058 0.63 -0.09 -0.58
C -1.47689 -0.48097 -0.80183 1.05 -1.66 -0.21
```
Forces are in eV/Å.

The value obtained for the total energy is -14051.3939 eV. The calculation puts the HOMO-LUMO gap at 8.74 eV. As for the SMILES: CP(C)(C)=N. The calculation puts the largest force on an atom at 4.0 eV/Å. The highest occupied orbital energy is -7.9599 eV. Its relative energy (zero: lowest compared OMol25 entry of this formula, charge and spin) is 19.3 kcal/mol. For the LUMO energy, the calculation gives 0.78 eV.

The computed Löwdin charges, all in e, follow:
1 H -0.049
2 H 0.010
3 C -0.207
4 C -0.216
5 P 0.519
6 H 0.040
7 N -0.267
8 H 0.043
9 H 0.026
10 H 0.063
11 H 0.037
12 H 0.068
13 H 0.052
14 H 0.066
15 C -0.184

=====

Here is a 2-piece molecular cluster, C3H10NP overall in a non-equilibrium geometry from the Open Molecules 2025 dataset. Energies are from wB97M-V/def2-TZVPD.

The geometry in XYZ format:
```
15
Properties=species:S:1:pos:R:3:forces:R:3
H 2.05310 1.21908 1.03280 0.62 -1.36 -0.81
H 2.18211 0.17002 -0.58266 -0.78 0.85 0.69
H -0.21921 2.15763 -0.73025 -0.40 -0.38 2.24
H -1.21211 -3.72962 1.67097 0.06 0.02 -0.08
H -1.39131 2.13503 0.67872 -2.35 0.81 0.53
C -1.13414 -0.55436 -1.65190 3.41 -3.03 -1.14
C -0.43430 1.89920 0.39678 2.87 -0.41 -2.04
H -0.80101 -3.53129 1.08298 -0.05 -0.01 0.07
H -1.17903 -1.28381 -2.56871 0.78 1.31 1.41
H -2.03062 -0.06886 -1.62383 -2.43 1.91 0.95
N -0.11407 -0.54002 -0.86740 -3.01 -1.31 -1.31
H 2.23426 -0.65166 0.91171 0.15 0.58 0.43
C 1.81302 0.26283 0.46698 -0.16 0.24 1.28
P -0.06185 0.12156 0.72877 1.71 0.43 -1.91
H 0.29516 2.39428 1.05506 -0.42 0.37 -0.32
```
Forces are in eV/Å.

The value obtained for the total energy is -14049.4595 eV. The calculation puts the HOMO-LUMO gap at 9.82 eV. As for the SMILES: C=NP(C)C.[H][H]. The calculation puts the largest force on an atom at 4.7 eV/Å. The highest occupied orbital energy is -8.9661 eV. Its relative energy (zero: lowest compared OMol25 entry of this formula, charge and spin) is 63.9 kcal/mol. For the LUMO energy, the calculation gives 0.85 eV.

The computed Löwdin charges, all in e, follow:
1 H 0.032
2 H 0.040
3 H 0.088
4 H 0.005
5 H -0.027
6 C -0.140
7 C -0.323
8 H -0.004
9 H 0.089
10 H 0.015
11 N -0.294
12 H 0.011
13 C -0.314
14 P 0.804
15 H 0.017

=====

Here is one molecule with the formula C3H10NPS in a non-equilibrium geometry from the Open Molecules 2025 dataset. Energies are from wB97M-V/def2-TZVPD.

The geometry in XYZ format:
```
16
Properties=species:S:1:pos:R:3:forces:R:3
C -0.09206 -0.69536 -0.17020 0.80 0.21 0.66
H -0.74711 -1.33900 -0.76656 -0.18 0.65 -0.21
H 0.98525 -2.40104 0.58605 1.13 -0.84 -1.16
P -1.72737 1.38904 -1.35377 0.39 -2.31 2.73
H -2.67546 1.92151 -0.46383 -0.16 0.35 -0.22
C 0.46725 -1.55357 0.92813 -0.41 0.41 1.00
H 1.66494 0.60448 -0.49371 0.21 -0.68 0.57
C 1.17337 -0.26316 -0.95689 -2.50 2.66 -1.36
H -0.76984 1.50385 2.34927 -0.82 0.08 1.23
H -0.99340 2.54477 -1.47829 0.63 0.79 0.24
H 0.73244 0.31525 -1.85329 1.07 -1.43 0.41
H 1.86368 -1.06131 -1.15689 0.14 -0.18 -0.45
N -0.89187 0.49555 0.38244 -0.29 -0.44 -3.74
H 1.13721 -0.92766 1.47975 0.59 0.08 0.63
S 0.05542 1.51527 1.35471 0.70 0.36 -0.99
H -0.18244 -2.04863 1.61307 -1.26 0.30 0.65
```
Forces are in eV/Å.

The value obtained for the total energy is -24884.7678 eV. The calculation puts the HOMO-LUMO gap at 8.81 eV. As for the SMILES: CC(C)N(P)S. The calculation puts the largest force on an atom at 3.9 eV/Å. The highest occupied orbital energy is -8.5184 eV. Its relative energy (zero: lowest compared OMol25 entry of this formula, charge and spin) is 34.7 kcal/mol. For the LUMO energy, the calculation gives 0.29 eV.

The computed Löwdin charges, all in e, follow:
1 C -0.577
2 H 0.115
3 H 0.061
4 P 0.799
5 H -0.147
6 C -0.129
7 H 0.043
8 C -0.114
9 H -0.170
10 H -0.172
11 H 0.062
12 H 0.070
13 N -0.638
14 H 0.042
15 S 0.685
16 H 0.070

=====

Here is a 2-piece molecular cluster, C3H10NS overall from the Open Molecules 2025 dataset. Energies are from wB97M-V/def2-TZVPD.

The geometry in XYZ format:
```
15
Properties=species:S:1:pos:R:3:forces:R:3
H -2.59616 -1.11811 -0.20701 -0.05 0.27 0.01
H 0.27895 3.04587 -0.53682 0.05 0.03 0.07
H 0.77918 -1.04792 1.64625 -0.05 0.05 -0.03
H 1.20132 3.31060 -2.01536 0.14 0.28 0.15
S 1.16101 0.96346 -1.49712 0.10 0.31 -0.03
C -1.66780 -0.76071 0.24987 0.04 -0.74 0.33
H -1.19451 -2.57880 1.20222 -0.23 0.25 0.16
H -1.90798 -0.18366 1.15731 0.00 0.14 -0.09
H -1.11584 -0.13232 -0.44978 -0.10 0.14 -0.02
H 1.08650 -2.60295 0.83576 0.08 0.08 0.07
C 0.56808 -1.64174 0.74104 0.21 -0.38 0.05
H 2.05552 3.01539 -0.46623 -0.01 0.09 -0.06
N -0.83733 -1.92821 0.52122 0.27 0.00 -0.55
C 1.18624 2.75549 -1.07495 -0.20 -0.46 -0.35
H 1.00281 -1.09641 -0.10640 -0.25 -0.06 0.27
```
Forces are in eV/Å.

The value obtained for the total energy is -15598.5416 eV. The calculation puts the HOMO-LUMO gap at 6.33 eV. The charge is -1. The calculation puts the largest force on an atom at 0.8 eV/Å. The highest occupied orbital energy is -2.1688 eV. Its relative energy (zero: lowest compared OMol25 entry of this formula, charge and spin) is 29.0 kcal/mol. For the LUMO energy, the calculation gives 4.16 eV.

The computed Löwdin charges, all in e, follow:
1 H 0.059
2 H -0.025
3 H 0.065
4 H -0.034
5 S 0.103
6 C -0.170
7 H 0.072
8 H 0.062
9 H 0.000
10 H 0.060
11 C -0.203
12 H -0.026
13 N -0.210
14 C -0.709
15 H -0.043

=====

Here is a 2-piece molecular cluster, C3H10NS overall in a non-equilibrium geometry from the Open Molecules 2025 dataset. Energies are from wB97M-V/def2-TZVPD.

The geometry in XYZ format:
```
15
Properties=species:S:1:pos:R:3:forces:R:3
H 0.22022 -0.61590 -0.29202 -0.10 0.00 -0.25
H 2.55546 -2.00336 1.95376 0.52 -0.24 0.10
H 1.53709 -0.16235 1.31438 -0.06 0.08 -0.02
H 1.21501 -0.12208 -1.42464 0.37 0.26 0.21
H 2.42564 -2.64331 0.29894 -0.30 -0.10 0.10
H -3.89216 1.69664 -0.46399 -0.01 -0.13 0.24
H -2.57006 2.61803 -1.10144 0.07 0.08 -0.23
C 2.80748 -1.82986 0.91035 -0.10 0.61 -0.89
H -3.06212 1.08615 -1.86478 0.20 0.08 0.03
S -1.69513 0.74631 0.16040 -0.16 -0.02 0.20
H 3.87399 -1.80517 0.67467 0.14 0.02 0.58
C -2.89680 1.59615 -0.90686 -0.22 0.06 -0.13
C 2.10406 -0.52248 0.44961 -0.63 -0.22 0.54
N 1.16973 -0.75113 -0.63680 -0.30 -0.52 -0.21
H 2.77774 0.29685 0.24530 0.58 0.04 -0.28
```
Forces are in eV/Å.

The value obtained for the total energy is -15598.8192 eV. The calculation puts the HOMO-LUMO gap at 6.36 eV. The charge is -1. The calculation puts the largest force on an atom at 1.1 eV/Å. The highest occupied orbital energy is -2.3256 eV. Its relative energy (zero: lowest compared OMol25 entry of this formula, charge and spin) is 22.6 kcal/mol. For the LUMO energy, the calculation gives 4.04 eV.

The computed Löwdin charges, all in e, follow:
1 H -0.093
2 H 0.050
3 H 0.089
4 H 0.042
5 H 0.049
6 H -0.025
7 H -0.030
8 C -0.119
9 H -0.020
10 S 0.082
11 H 0.046
12 C -0.753
13 C -0.354
14 N -0.050
15 H 0.086